# C19H34IrN2O4P2S

A molecular structure, C19H34IrN2O4P2S (the ωB97M-V functional and the def2-TZVPD basis, the OMol25 dataset).

CARTESIAN COORDINATES (ANGSTROEM)
1 Ir 0.4000 0.4340 -0.1326
2 C -1.0357 0.2490 3.1138
3 P 0.4319 0.5757 2.1044
4 C 1.1654 2.0906 2.7616
5 C 1.5686 -0.7588 2.6761
6 C 2.8242 -0.7853 1.8051
7 P 2.3213 -0.7385 0.0429
8 C 3.7336 -0.0259 -0.8344
9 C 2.2787 -2.4563 -0.5235
10 H -0.7561 0.3240 4.1661
11 H -1.3807 -0.7654 2.9164
12 H -1.8097 0.9788 2.8907
13 H 1.3815 1.9731 3.8241
14 H 0.4635 2.9081 2.6097
15 H 2.0868 2.3189 2.2253
16 H 1.0158 -1.6986 2.5805
17 H 1.8092 -0.6278 3.7326
18 H 3.4480 -1.6589 2.0007
19 H 3.4384 0.1010 1.9853
20 H 4.6420 -0.5705 -0.5736
21 H 3.8437 1.0250 -0.5726
22 H 3.5766 -0.1027 -1.9105
23 H 3.2752 -2.8955 -0.4712
24 H 1.9221 -2.4796 -1.5533
25 H 1.5928 -3.0437 0.0861
26 C -4.7962 1.0398 1.3093
27 C -4.4767 0.3452 -0.0008
28 N -3.3352 -0.5576 0.2078
29 C -2.3892 -0.9032 -0.6468
30 S -0.8662 -1.5235 0.0126
31 N -2.4963 -0.8555 -1.9577
32 C -3.6845 -0.7142 -2.8067
33 C -3.7095 0.5912 -3.5792
34 H -5.6209 1.7360 1.1657
35 H -3.9365 1.6043 1.6718
36 H -5.0961 0.3166 2.0703
37 H -4.1981 1.0737 -0.7635
38 H -5.3451 -0.2167 -0.3461
39 H -3.0819 -0.7202 1.1708
40 H -1.6194 -0.9982 -2.4402
41 H -4.5686 -0.8344 -2.1893
42 H -3.6665 -1.5621 -3.4930
43 H -3.8110 1.4469 -2.9137
44 H -4.5482 0.5902 -4.2748
45 H -2.7923 0.7166 -4.1564
46 O 1.4438 2.0840 -1.0542
47 C 1.1486 1.6612 -2.2044
48 O 0.5400 0.5567 -2.3231
49 H 1.4372 2.2366 -3.0882
50 O -1.2679 1.6182 -0.5254
51 C -1.6621 2.5530 0.2809
52 O -1.3098 2.6439 1.4548
53 C -2.6391 3.5262 -0.3069
54 C -3.3734 4.3460 0.5435
55 C -4.2877 5.2468 0.0206
56 C -4.4581 5.3442 -1.3546
57 C -3.7117 4.5415 -2.2070
58 C -2.8069 3.6301 -1.6834
59 H -3.2101 4.2724 1.6107
60 H -4.8609 5.8815 0.6834
61 H -5.1659 6.0537 -1.7626
62 H -3.8323 4.6308 -3.2789
63 H -2.2153 2.9999 -2.3347

Forces on atoms 1 to 3 (eV/Å):
-0.113 0.060 -0.542
-0.010 -0.054 -0.065
0.195 0.114 0.350

As for the HOMO energy: -11.4359 eV. As for the net charge: +1. The value obtained for the molecular weight is 640.72 g mol⁻¹. The LUMO energy is -2.615 eV. The calculation puts the calculated total energy at -63677.009 eV. The value obtained for the energy relative to the best compared isomer or geometry (same formula, charge and spin) is 0.000 eV. The HOMO-LUMO gap comes out at 8.82 eV.

***

# C19H34N2O13PS2

A molecular structure, C19H34N2O13PS2 (the ωB97M-V functional and the def2-TZVPD basis, the OMol25 dataset).

CARTESIAN COORDINATES (ANGSTROEM)
1 C 2.6615 -3.5061 0.5316
2 P 1.4068 -3.0775 1.8755
3 O -0.0612 -2.8234 1.0336
4 S 2.0199 -1.2306 2.8135
5 O 3.4071 -0.8766 2.3376
6 O 1.0803 -0.1683 2.2855
7 N 1.8429 -1.2104 4.4883
8 S 2.7512 -2.4384 5.2207
9 O 2.4963 -2.3171 6.7031
10 O 2.3240 -3.8317 4.8303
11 C 4.5647 -2.2003 5.0149
12 C 5.2275 -3.2252 4.0082
13 N 5.9459 -2.5584 2.8842
14 H 3.4318 -2.7052 0.4059
15 H 2.1575 -3.6347 -0.4564
16 H 3.1675 -4.4815 0.7319
17 H -0.1144 -3.5007 0.3447
18 H 4.8556 -1.1453 4.7886
19 H 5.0142 -2.4254 6.0193
20 H 6.0127 -3.8073 4.5711
21 H 4.4977 -4.0053 3.6533
22 H 5.5854 -1.6077 2.8093
23 H 5.7134 -3.0530 2.0232
24 O -5.0759 1.8594 3.0832
25 C -3.9262 1.5058 3.0295
26 O -3.3894 0.5764 3.8551
27 C -1.9740 0.4642 3.6006
28 C -1.7845 0.9889 2.1962
29 C -2.8738 2.0426 2.0918
30 H -1.4374 1.0600 4.3433
31 H -1.6654 -0.5755 3.6954
32 H -0.7828 1.3708 2.0135
33 H -1.9764 0.1912 1.4736
34 H -2.5362 3.0156 2.4557
35 H -3.2581 2.1259 1.0798
36 O -2.0977 3.1207 -0.7286
37 C -2.5206 2.7272 -1.7803
38 O -1.8098 2.7654 -2.9358
39 C -2.6372 2.3265 -4.0227
40 C -3.7302 1.4972 -3.3817
41 C -3.8991 2.1730 -2.0327
42 H -3.0310 3.2062 -4.5355
43 H -2.0389 1.7456 -4.7255
44 H -4.6448 1.4597 -3.9739
45 H -3.3813 0.4710 -3.2362
46 H -4.6082 2.9998 -2.0771
47 H -4.1858 1.4627 -1.2588
48 O -4.1332 5.0485 -3.2509
49 C -3.7816 5.9776 -2.5765
50 O -4.6372 6.8845 -2.0448
51 C -3.8907 7.9203 -1.3886
52 C -2.5425 7.3040 -1.0796
53 C -2.3587 6.3357 -2.2339
54 H -3.8123 8.7753 -2.0664
55 H -4.4164 8.2330 -0.4868
56 H -1.7431 8.0395 -0.9894
57 H -2.5953 6.7481 -0.1402
58 H -1.8953 6.8142 -3.0997
59 H -1.7942 5.4533 -1.9361
60 O 3.5193 -5.0443 -1.4039
61 C 2.9816 -5.1592 -2.4672
62 O 1.7070 -4.7552 -2.7130
63 C 1.3307 -5.1332 -4.0445
64 C 2.6361 -5.3087 -4.7925
65 C 3.5715 -5.7969 -3.6999
66 H 0.7530 -6.0603 -3.9927
67 H 0.7074 -4.3540 -4.4822
68 H 2.5575 -5.9877 -5.6418
69 H 2.9819 -4.3414 -5.1662
70 H 3.5375 -6.8825 -3.5879
71 H 4.5936 -5.4610 -3.8617

Forces on atoms 1 to 3 (eV/Å):
0.013 1.086 -0.186
-0.785 -3.056 0.160
1.119 0.681 0.110

As for the HOMO energy: -4.8731 eV. As for the net charge: -1. The value obtained for the molecular weight is 593.59 g mol⁻¹. The LUMO energy is 1.883 eV. The calculation puts the calculated total energy at -80811.725 eV. The HOMO-LUMO gap comes out at 6.76 eV.

***

# C19H34N2O5S4

4 unconnected molecules or ions with the total composition C19H34N2O5S4 (the ωB97M-V functional and the def2-TZVPD basis, the OMol25 dataset).

CARTESIAN COORDINATES (ANGSTROEM)
1 C -0.2208 -2.6767 -1.0607
2 C -0.5356 -1.1732 -1.4840
3 C -1.4588 -0.5341 -0.3646
4 C -1.0775 1.0118 -0.0673
5 C -1.0854 1.1463 1.5015
6 N -2.1998 1.6729 2.0582
7 C -2.0804 1.6866 3.4442
8 C -3.2506 2.1983 4.2296
9 C -3.2738 2.2432 5.6693
10 C -2.0816 1.7517 6.4234
11 C -0.9444 1.2498 5.6958
12 C -0.9184 1.2070 4.1976
13 N 0.2278 0.7030 3.5973
14 C 0.1193 0.6779 2.2536
15 C 1.3421 0.0977 1.4545
16 S 2.3093 1.5348 0.7890
17 O 1.7566 2.7785 1.3454
18 O 3.7337 1.4521 1.1220
19 H 0.6906 -2.7568 -0.3969
20 H -1.0822 -3.1182 -0.4806
21 H -0.0045 -3.3187 -1.9573
22 H 0.4335 -0.6350 -1.6319
23 H -1.1501 -1.2403 -2.4174
24 H -2.5744 -0.6750 -0.6055
25 H -1.2927 -1.0932 0.6062
26 H -1.9362 1.6363 -0.4494
27 H -0.1099 1.3234 -0.5307
28 H -4.1579 2.5390 3.6720
29 H -4.1746 2.6439 6.1821
30 H -2.0373 1.7288 7.5365
31 H -0.0512 0.8715 6.2554
32 H 1.9763 -0.5402 2.1345
33 H 1.0263 -0.5696 0.6098
34 H 2.0981 1.5082 -0.5906
35 C 1.4543 -3.4872 -6.2971
36 S 0.6732 -2.1315 -5.4020
37 O 1.2571 -2.1088 -4.0295
38 C -0.9550 -2.8964 -5.2834
39 H 2.5042 -3.2384 -6.4487
40 H 1.3799 -4.4081 -5.7169
41 H 0.9688 -3.6117 -7.2660
42 H -0.8796 -3.8543 -4.7663
43 H -1.3641 -3.0393 -6.2844
44 H -1.6067 -2.2298 -4.7187
45 C 6.8368 1.2303 2.5780
46 S 7.6796 -0.3564 2.4537
47 O 8.7187 -0.3956 3.5211
48 C 8.5184 -0.0004 0.8976
49 H 6.2725 1.2480 3.5096
50 H 7.5673 2.0408 2.5815
51 H 6.1498 1.3456 1.7386
52 H 9.1439 0.8867 1.0064
53 H 7.7778 0.1540 0.1117
54 H 9.1435 -0.8555 0.6420
55 C -5.9261 2.1247 -2.9608
56 S -4.9269 1.1277 -1.8400
57 O -4.0604 0.2434 -2.6719
58 C -6.2959 0.1260 -1.2305
59 H -5.2663 2.8114 -3.4901
60 H -6.4324 1.4804 -3.6811
61 H -6.6570 2.6957 -2.3868
62 H -6.7782 -0.3904 -2.0617
63 H -7.0141 0.7654 -0.7158
64 H -5.8983 -0.6076 -0.5297

Forces on atoms 1 to 3 (eV/Å):
0.219 -0.039 -0.097
-1.007 -1.495 0.791
0.642 0.338 0.165

As for the HOMO energy: -8.5016 eV. As for the net charge: 0. The value obtained for the molecular weight is 498.76 g mol⁻¹. The LUMO energy is -0.369 eV. The calculation puts the calculated total energy at -76807.812 eV. The HOMO-LUMO gap comes out at 8.13 eV.